[1]
{
  "formula": "C4H4N2O3",
  "method": "the ωB97M-V functional and the def2-TZVPD basis",
  "elements": ["C", "C", "C", "C", "H", "H", "H", "H", "N", "N", "O", "O", "O"],
  "coordinates": [[0.95871, -0.90359, 1.46376], [-0.12657, -0.49357, 0.28716], [-0.46615, 1.49102, -0.55264], [-0.16840, -0.64241, -1.27752], [-0.14715, 0.37329, 2.30596], [-0.88575, -1.13723, 0.73882], [-0.22717, 2.65132, -0.67046], [-0.21463, 0.85429, -2.68989], [-0.42919, 0.91135, 0.50518], [-0.34945, 0.57713, -1.79117], [0.46462, -0.28445, 2.67672], [1.67723, -1.77720, 1.00541], [-0.08611, -1.61996, -2.00133]],
  "smiles": "O=C(O)[C@H]1N=CNC1=O",
  "charge": 0,
  "homo_lumo_gap_ev": 10.5,
  "lumo_energy_ha": 0.017
}

[2]
{
  "formula": "C22H12ClN5O8V",
  "method": "the ωB97M-V functional and the def2-TZVPD basis",
  "elements": ["V", "Cl", "C", "C", "C", "C", "O", "C", "C", "N", "C", "C", "C", "C", "C", "C", "C", "C", "N", "C", "C", "H", "H", "H", "H", "H", "H", "H", "H", "H", "H", "O", "N", "O", "C", "C", "C", "C", "O", "C", "C", "N", "O", "O", "N", "O", "O", "H", "H"],
  "coordinates": [[0.88992, -0.05797, -0.70588], [5.67757, -3.86085, 2.89499], [4.80383, -2.79746, 1.83692], [5.22469, -2.65731, 0.50393], [4.56259, -1.81708, -0.34751], [3.41629, -1.09226, 0.06575], [2.83943, -0.29670, -0.78118], [3.01061, -1.23957, 1.42830], [2.02854, -0.37665, 1.99955], [1.20317, 0.30678, 1.27869], [0.46838, 1.42185, 1.70941], [-0.03073, 1.65431, 2.96041], [-0.71590, 2.85519, 3.24056], [-0.88186, 3.81055, 2.28032], [-0.39759, 3.58767, 0.96885], [-0.54315, 4.51625, -0.08551], [-0.07625, 4.20916, -1.33222], [0.50774, 2.94838, -1.54623], [0.66252, 2.06598, -0.58795], [0.24658, 2.37410, 0.67807], [3.73523, -2.08740, 2.29646], [6.08389, -3.21831, 0.16136], [4.88118, -1.69834, -1.37377], [2.04236, -0.24455, 3.08229], [0.09030, 0.91639, 3.74267], [-1.10959, 3.00950, 4.23564], [-1.39758, 4.73635, 2.49927], [-1.02965, 5.46375, 0.11000], [-0.16984, 4.89633, -2.16021], [0.83478, 2.64912, -2.53497], [3.43133, -2.17172, 3.33219], [-3.89018, -3.89388, -4.15961], [-4.43726, -3.20805, -3.31569], [-5.63467, -3.18935, -3.10927], [-3.58692, -2.36613, -2.48045], [-4.16650, -1.56622, -1.51886], [-3.37388, -0.76611, -0.71539], [-1.96492, -0.71844, -0.86961], [-1.15018, 0.04056, -0.24749], [-1.45219, -1.59131, -1.87525], [-2.20618, -2.39414, -2.67768], [-0.02153, -1.53104, -1.93789], [0.59588, -0.72257, -2.73941], [0.66591, -2.13214, -1.01611], [-4.04462, 0.06213, 0.28488], [-3.37416, 0.52907, 1.18420], [-5.24522, 0.22980, 0.16216], [-5.23787, -1.55783, -1.38798], [-1.76430, -3.02983, -3.43076]],
  "spin_multiplicity": 4,
  "charge": 0,
  "homo_lumo_gap_ev": [7.0, 7.2],
  "lumo_energy_ha": [-0.045, -0.048],
  "s2": 3.76
}

Let's list energy relative to the best compared isomer or geometry (same formula, charge and spin) in order: 2.614, 1.197 eV.
Let's list molar mass in order: 128.09, 560.76 g mol⁻¹.